Record 1
{"formula": "C18H39O12P", "method": "ωB97M-V/def2-TZVPD", "smiles": "CCCO[C@]1(O)OC(=O)O[C@@]1([C@@H](C)CC)P(=O)(O)O.COCCOC.COCCOC", "e_lumo_ha": 0.0018, "orbital_gap_ev": 9.5, "elements": ["C", "C", "C", "O", "C", "O", "O", "C", "O", "O", "C", "C", "C", "C", "C", "P", "O", "O", "O", "H", "H", "H", "H", "H", "H", "H", "H", "H", "H", "H", "H", "H", "H", "H", "H", "H", "H", "H", "C", "O", "C", "C", "O", "C", "H", "H", "H", "H", "H", "H", "H", "H", "H", "H", "C", "O", "C", "C", "O", "C", "H", "H", "H", "H", "H", "H", "H", "H", "H", "H"], "positions_angstrom": [[-0.842, 1.763, 0.624], [-0.194, 0.442, 0.220], [-0.020, -0.471, 1.417], [-1.255, -1.082, 1.827], [-1.460, -2.343, 1.375], [-0.790, -3.302, 2.126], [-1.067, -2.557, -0.003], [-1.579, -3.822, -0.211], [-1.077, -4.665, -0.864], [-2.771, -3.924, 0.416], [-2.958, -2.741, 1.208], [-3.664, -1.618, 0.353], [-3.963, -2.122, -1.063], [-4.938, -0.962, 0.945], [-4.707, 0.363, 1.699], [-3.670, -3.245, 2.836], [-2.899, -4.280, 3.513], [-3.779, -1.874, 3.650], [-5.169, -3.734, 2.510], [-1.131, 2.363, -0.234], [-1.714, 1.573, 1.249], [-0.142, 2.324, 1.243], [-0.746, -0.060, -0.574], [0.802, 0.637, -0.184], [0.320, 0.120, 2.266], [0.744, -1.223, 1.215], [0.142, -3.279, 1.873], [-2.942, -0.810, 0.256], [-3.037, -2.313, -1.600], [-4.468, -1.323, -1.603], [-4.575, -3.019, -1.065], [-5.521, -1.654, 1.537], [-5.569, -0.721, 0.091], [-5.368, 1.133, 1.304], [-3.692, 0.722, 1.565], [-4.911, 0.294, 2.763], [-4.673, -1.715, 3.975], [-5.858, -3.149, 2.841], [0.677, 2.939, -3.505], [0.794, 3.364, -2.159], [2.135, 3.423, -1.700], [2.658, 4.840, -1.671], [2.773, 5.385, -2.974], [1.721, 6.269, -3.313], [-0.358, 3.091, -3.806], [1.328, 3.514, -4.167], [0.917, 1.873, -3.599], [2.781, 2.798, -2.324], [2.151, 3.018, -0.682], [3.658, 4.838, -1.225], [2.011, 5.464, -1.047], [1.804, 7.207, -2.753], [0.742, 5.823, -3.122], [1.810, 6.487, -4.376], [5.833, -0.204, 1.177], [5.746, -1.578, 0.853], [4.532, -2.183, 1.262], [3.573, -2.354, 0.106], [3.126, -1.103, -0.395], [3.768, -0.713, -1.596], [6.712, 0.195, 0.675], [4.950, 0.347, 0.839], [5.952, -0.065, 2.257], [4.059, -1.597, 2.056], [4.775, -3.170, 1.668], [2.692, -2.904, 0.452], [4.042, -2.940, -0.689], [3.433, -1.333, -2.434], [4.855, -0.779, -1.511], [3.490, 0.321, -1.793]]}

***

Record 2
{"formula": "C5H9NO", "method": "ωB97M-V/def2-TZVPD", "e_lumo_ha": 0.0297, "orbital_gap_ev": 8.1, "elements": ["C", "C", "C", "C", "C", "N", "O", "H", "H", "H", "H", "H", "H", "H", "H", "H"], "positions_angstrom": [[-0.754, 0.804, 0.119], [2.738, -0.400, 0.235], [-2.677, 0.254, 0.065], [1.662, 0.528, -0.281], [-0.219, -0.408, -0.268], [-0.201, -1.620, -0.403], [1.891, 1.589, -0.788], [-1.085, -2.115, -0.493], [-0.606, 1.082, 1.155], [-0.736, 1.593, -0.623], [2.567, -0.584, 1.296], [3.733, 0.019, 0.069], [2.653, -1.358, -0.278], [-2.866, -0.512, 0.813], [-3.162, 1.191, 0.324], [-2.938, -0.063, -0.941]]}

***

Record 3
{"formula": "C55H39N11O5PrSTe", "method": "ωB97M-V/def2-TZVPD", "total_charge": -1, "multiplicity": 3, "e_lumo_ha": [0.0453, 0.0453], "orbital_gap_ev": [4.5, 4.5], "elements": ["Pr", "C", "C", "C", "C", "C", "N", "C", "N", "C", "C", "C", "C", "C", "C", "C", "C", "N", "C", "N", "C", "N", "C", "N", "C", "N", "C", "C", "C", "C", "C", "C", "C", "C", "C", "C", "C", "C", "N", "C", "C", "H", "H", "H", "H", "H", "H", "H", "H", "H", "H", "H", "H", "H", "H", "H", "H", "C", "C", "O", "C", "C", "C", "C", "C", "C", "O", "H", "H", "H", "H", "H", "H", "H", "C", "Te", "C", "C", "C", "C", "C", "C", "C", "H", "H", "H", "H", "H", "H", "H", "H", "N", "N", "H", "H", "H", "H", "O", "C", "N", "S", "O", "O", "C", "C", "C", "C", "C", "C", "H", "H", "H", "H"], "positions_angstrom": [[-0.305, -0.428, 0.376], [1.379, 5.276, 4.168], [0.531, 4.642, 5.137], [-0.129, 3.485, 4.787], [0.029, 2.986, 3.478], [-0.665, 1.963, 2.758], [-0.133, 1.829, 1.541], [0.818, 2.864, 1.333], [1.343, 3.206, 0.159], [1.380, 2.485, -0.886], [1.439, 2.916, -2.255], [1.796, 4.182, -2.700], [1.745, 4.437, -4.048], [1.329, 3.459, -4.952], [0.898, 2.225, -4.511], [0.904, 1.941, -3.113], [0.667, 0.778, -2.202], [0.218, -0.502, -2.208], [-2.192, -0.719, -2.572], [-2.293, -0.764, -1.119], [-3.325, -1.498, -0.801], [-3.854, -1.720, 0.409], [-3.482, -0.979, 1.464], [-2.463, -0.105, 1.596], [-2.523, 0.482, 2.840], [-1.746, 1.383, 3.365], [-3.634, -0.081, 3.595], [-4.125, 0.168, 4.868], [-5.219, -0.601, 5.278], [-5.816, -1.528, 4.428], [-5.366, -1.749, 3.153], [-4.262, -1.024, 2.754], [-3.900, -2.202, -1.960], [-4.831, -3.210, -2.046], [-5.098, -3.731, -3.312], [-4.489, -3.184, -4.429], [-3.599, -2.139, -4.359], [-3.208, -1.738, -3.086], [1.030, 1.112, -0.948], [0.932, 3.572, 2.562], [1.625, 4.748, 2.927], [1.822, 6.209, 4.394], [0.425, 5.063, 6.134], [-0.869, 3.048, 5.468], [2.083, 4.962, -2.019], [2.025, 5.431, -4.473], [1.270, 3.611, -6.023], [0.506, 1.510, -5.197], [-3.626, 0.930, 5.514], [-5.654, -0.499, 6.287], [-6.611, -2.155, 4.838], [-5.788, -2.484, 2.437], [-5.363, -3.603, -1.190], [-5.807, -4.537, -3.386], [-4.801, -3.544, -5.424], [-3.193, -1.689, -5.229], [2.273, 5.318, 2.249], [0.472, -1.754, 4.773], [0.048, -2.028, 3.371], [0.374, -1.156, 2.572], [-0.756, -3.161, 3.042], [-1.243, -3.976, 4.112], [-1.860, -5.168, 3.809], [-2.053, -5.514, 2.457], [-1.716, -4.720, 1.402], [-1.073, -3.461, 1.663], [-0.757, -2.713, 0.688], [1.312, -1.003, 4.700], [0.860, -2.651, 5.266], [-0.406, -1.318, 5.309], [-1.114, -3.606, 5.108], [-2.242, -5.817, 4.563], [-2.504, -6.497, 2.294], [-1.904, -4.964, 0.360], [4.608, 2.452, 1.869], [4.019, 0.412, 1.967], [5.295, 0.137, 0.291], [6.166, 1.358, 0.287], [7.365, 1.325, -0.423], [8.201, 2.421, -0.539], [7.854, 3.565, 0.189], [6.729, 3.558, 1.015], [5.884, 2.475, 1.069], [4.739, 2.838, 2.877], [3.831, 3.001, 1.339], [4.685, 0.023, -0.597], [5.859, -0.787, 0.398], [7.651, 0.437, -0.958], [9.095, 2.391, -1.122], [8.520, 4.433, 0.159], [6.533, 4.441, 1.624], [2.726, -2.758, 0.719], [2.148, -1.847, -0.204], [3.167, -3.497, 0.201], [1.921, -3.237, 1.177], [1.850, -2.295, -1.055], [2.753, -1.072, -0.396], [-3.510, 1.393, -3.033], [-2.675, 0.571, -3.295], [-0.812, -0.955, -3.096], [-0.098, -3.721, -4.008], [-0.539, -4.494, -2.884], [1.335, -3.655, -4.273], [-0.842, -0.396, -4.415], [-0.012, -0.776, -5.481], [-0.394, -0.332, -6.731], [-1.508, 0.513, -6.899], [-2.215, 1.007, -5.830], [-1.878, 0.495, -4.568], [0.792, -1.449, -5.270], [0.180, -0.684, -7.577], [-1.886, 0.737, -7.901], [-3.073, 1.674, -5.971]]}

***

Record 4
{"formula": "C21H70N8O14", "method": "ωB97M-V/def2-TZVPD", "e_lumo_ha": -0.0167, "orbital_gap_ev": 7.6, "elements": ["C", "C", "O", "H", "H", "H", "H", "H", "H", "C", "C", "O", "H", "H", "H", "H", "H", "H", "C", "C", "O", "H", "H", "H", "H", "H", "H", "C", "C", "O", "H", "H", "H", "H", "H", "H", "C", "C", "O", "H", "H", "H", "H", "H", "H", "C", "C", "O", "H", "H", "H", "H", "H", "H", "C", "C", "O", "H", "H", "H", "H", "H", "H", "C", "O", "N", "N", "H", "H", "H", "H", "C", "O", "N", "N", "H", "H", "H", "H", "C", "O", "N", "N", "H", "H", "H", "H", "C", "O", "N", "N", "H", "H", "H", "H", "C", "O", "H", "H", "H", "H", "C", "O", "H", "H", "H", "H", "C", "O", "H", "H", "H", "H"], "positions_angstrom": [[0.137, 4.549, -0.965], [0.629, 5.462, 0.147], [2.007, 5.273, 0.440], [-0.927, 4.643, -1.247], [0.197, 3.517, -0.668], [0.680, 4.626, -1.928], [0.052, 5.362, 1.137], [0.682, 6.477, -0.241], [2.039, 4.562, 1.045], [3.697, -1.849, 3.776], [3.831, -0.744, 2.700], [4.608, 0.321, 3.129], [3.402, -1.589, 4.811], [4.664, -2.287, 3.960], [3.099, -2.652, 3.468], [2.819, -0.462, 2.452], [4.314, -1.202, 1.816], [4.464, 1.048, 2.511], [-3.727, 1.652, 0.443], [-3.806, 0.464, -0.567], [-5.066, -0.147, -0.350], [-4.605, 2.274, 0.376], [-2.871, 2.288, 0.273], [-3.673, 1.342, 1.473], [-2.964, -0.263, -0.569], [-3.934, 0.895, -1.548], [-5.231, -0.709, -1.109], [0.058, 2.709, 2.689], [1.449, 2.165, 2.427], [2.279, 3.275, 2.285], [-0.201, 3.305, 1.831], [0.023, 3.307, 3.610], [-0.576, 1.849, 2.830], [1.482, 1.559, 1.545], [1.779, 1.549, 3.282], [2.175, 3.729, 3.079], [-1.661, -4.817, -0.667], [-3.072, -4.268, -0.238], [-3.181, -2.913, -0.648], [-1.555, -5.851, -0.418], [-0.907, -4.264, -0.132], [-1.449, -4.544, -1.742], [-3.219, -4.313, 0.866], [-3.894, -4.816, -0.680], [-2.486, -2.417, -0.198], [-0.302, 0.694, -0.850], [-0.467, -0.168, 0.413], [-0.436, -1.592, 0.115], [-0.769, 0.233, -1.710], [0.761, 0.826, -1.040], [-0.615, 1.686, -0.644], [-1.470, 0.036, 0.872], [0.341, -0.072, 1.120], [-0.656, -2.020, 0.963], [1.168, 0.657, -4.236], [1.200, 2.052, -3.690], [-0.173, 2.352, -3.646], [2.183, 0.283, -4.346], [0.624, 0.704, -5.146], [0.547, 0.044, -3.532], [1.764, 2.792, -4.255], [1.514, 1.916, -2.709], [-0.409, 2.813, -4.464], [-0.945, -1.711, 3.233], [-1.707, -0.734, 3.835], [-1.420, -2.583, 2.418], [0.285, -1.820, 3.370], [-2.434, -2.461, 2.216], [-1.057, -3.540, 2.334], [0.607, -1.217, 4.109], [0.913, -2.433, 2.813], [-0.640, -2.151, -3.365], [-1.836, -1.328, -3.249], [-0.376, -2.710, -4.519], [0.290, -2.314, -2.466], [-0.955, -2.284, -5.259], [0.451, -3.095, -4.872], [0.078, -1.988, -1.488], [1.086, -2.966, -2.417], [-4.016, 0.735, -4.823], [-4.916, 1.637, -5.410], [-4.121, -0.558, -4.680], [-2.893, 1.154, -4.325], [-4.913, -1.108, -5.046], [-3.364, -1.057, -4.281], [-2.714, 2.138, -4.610], [-2.281, 0.686, -3.656], [4.302, 1.954, -0.027], [3.108, 2.211, -0.700], [5.380, 1.465, -0.614], [4.530, 2.272, 1.188], [5.202, 1.135, -1.570], [6.054, 0.956, -0.005], [3.765, 2.717, 1.608], [5.477, 2.448, 1.605], [-4.100, 1.542, 4.512], [-2.875, 1.730, 3.817], [-3.852, 0.974, 5.446], [-4.711, 0.876, 3.918], [-4.717, 2.449, 4.677], [-2.582, 0.866, 3.477], [3.114, -1.104, -0.811], [2.601, -0.799, -2.099], [2.977, -2.138, -0.504], [2.607, -0.564, -0.046], [4.195, -0.878, -0.799], [1.644, -0.875, -1.988], [1.325, -4.696, 2.220], [1.601, -3.516, 1.452], [2.212, -4.764, 2.841], [1.261, -5.585, 1.553], [0.463, -4.572, 2.814], [1.582, -3.691, 0.504]]}

***

Q: Which max |F| values were calculated for the entries above? A: 1.311; 7.212; 2.812; 9.753, in eV/Å.
Q: Which total energy values were calculated for the entries above? A: -53156.7660; -8864.1307; -116498.7336; -63492.9786, in eV.